A cluster of 3 separate species, C2H3IN2 in total at a distorted geometry, computed with the ωB97M-V functional and the def2-TZVPD basis.

Positions of all 8 atoms, in Å:
C: 0.5310 -2.3863 -0.3064
C: 0.8763 2.1950 0.9549
N: 1.1864 -1.5811 0.1504
N: 0.2718 1.9345 0.0310
I: -2.6104 -0.0563 -0.7399
H: -0.2716 -3.0167 -0.5944
H: -1.5717 1.0594 -1.1973
H: 1.5882 1.8515 1.7017

Total energy: -13201.347 eV
Relative energy (zero: lowest compared OMol25 entry of this formula, charge and spin): 45.2 kJ/mol

Löwdin atomic charge list, values in e, 4 entries:
1 C -0.117
2 C -0.078
3 N 0.056
4 N 0.043

***

An isolated molecule of C14H17B at a distorted geometry, computed with the ωB97M-V functional and the def2-TZVPD basis.

Positions of all 32 atoms, in Å:
B: -0.1441 1.3757 0.4893
C: -3.7223 -0.9711 -0.3219
C: -2.9064 -0.6101 -1.3541
C: -3.4200 -0.5741 0.9822
C: -1.9708 0.3481 -1.1797
C: -2.2488 0.1040 1.1786
C: -1.4864 0.6917 0.1208
C: 1.2571 -0.4703 -1.9164
C: 0.6649 -1.5907 -1.3256
C: 1.4994 0.6076 -1.1431
C: 0.7264 -1.7539 -0.0063
C: 1.2461 0.5854 0.3406
C: 1.5123 -0.8043 0.9994
C: -0.2014 2.9494 0.4329
C: 3.0345 -1.2104 0.9103
H: -4.5556 -1.6622 -0.3672
H: -3.2946 -0.6227 -2.3815
H: -3.9284 -0.9028 1.8737
H: -1.2410 0.5388 -1.9803
H: -2.0844 0.1011 2.2605
H: 1.3667 -0.3479 -2.9656
H: -0.0124 -2.1983 -1.9779
H: 1.6870 1.5533 -1.6656
H: 0.1957 -2.6094 0.3576
H: 1.9362 1.2652 1.0443
H: 1.0699 -0.8171 1.9555
H: -1.1174 3.5446 0.5767
H: -0.0081 3.0850 -0.6470
H: 0.6265 3.3375 0.9449
H: 2.9887 -2.3168 0.9705
H: 3.6199 -0.8806 1.7442
H: 3.5427 -0.8837 0.0375

Total energy: -15467.242 eV
Relative energy (zero: lowest compared OMol25 entry of this formula, charge and spin): 0.0 kJ/mol

Löwdin atomic charge list, values in e, 4 entries:
1 B -0.279
2 C -0.095
3 C -0.121
4 C -0.097

***

An isolated molecule of C3H4N2O at a distorted geometry, computed with the ωB97M-V functional and the def2-TZVPD basis.

Positions of all 10 atoms, in Å:
N: 1.5596 0.0177 -0.2500
C: 0.1639 -0.1039 -0.0141
C: -0.7059 -1.2424 0.0801
O: -1.9152 -1.1239 0.2497
N: -1.4247 1.8822 0.1758
C: -0.6521 0.9599 0.0916
H: 2.0934 -0.4243 0.4920
H: 1.8494 -0.3721 -1.1390
H: -0.2168 -2.2199 -0.0514
H: -0.7515 2.6267 0.3654

Total energy: -8200.481 eV
Relative energy (zero: lowest compared OMol25 entry of this formula, charge and spin): 328.5 kJ/mol

Löwdin atomic charge list, values in e, 4 entries:
1 N 0.054
2 C -0.319
3 C -0.271
4 O -0.002

***

A structure of composition C6H11N3O at a distorted geometry, computed with the ωB97M-V functional and the def2-TZVPD basis.

Positions of all 21 atoms, in Å:
C: -0.7088 2.6298 -0.0163
C: 0.0647 3.4440 -0.8332
C: -0.0073 1.4521 0.0922
C: 0.5636 -1.3633 -1.1678
C: 0.5088 -2.3694 1.1643
C: 0.6670 -1.1114 0.3715
N: 1.2172 2.8262 -1.0747
N: -1.6244 -0.6554 0.5859
N: -0.3849 -0.2486 0.7868
O: 1.1786 1.6561 -0.4527
H: -1.6937 3.0715 0.3713
H: -0.0507 4.4967 -0.8684
H: 1.4333 -1.8369 -1.4323
H: -0.3128 -2.0684 -1.2796
H: 0.5341 -0.3349 -1.5740
H: 1.4060 -2.7891 1.5462
H: -0.1316 -3.0579 0.6252
H: -0.0962 -1.9761 2.0425
H: 1.6144 -0.7274 0.5246
H: -1.9209 -0.8679 -0.4796
H: -2.2564 -0.1697 1.0678

Total energy: -12912.296 eV
Relative energy (zero: lowest compared OMol25 entry of this formula, charge and spin): 651.2 kJ/mol

Löwdin atomic charge list, values in e, 4 entries:
1 C -0.072
2 C -0.153
3 C -0.111
4 C -0.036

***

An isolated molecule of C5H12N2O at a distorted geometry, computed with the ωB97M-V functional and the def2-TZVPD basis.

Positions of all 20 atoms, in Å:
C: -0.2632 0.6066 0.9180
C: -0.4035 -2.2279 -0.4460
C: 2.0470 0.2086 -0.9000
C: -0.8970 1.5933 1.8099
N: -1.1994 -1.0193 -0.4198
N: 0.7644 0.8641 -0.7748
C: -0.7738 0.3856 -0.4677
O: -1.6050 1.1881 -0.9826
H: -2.1102 -1.0759 -0.8586
H: 0.6205 1.6826 -1.3548
H: 0.3646 -0.1537 1.3809
H: 0.3189 -2.2351 0.3725
H: 0.1723 -2.3496 -1.3723
H: -1.0589 -3.0894 -0.3094
H: 2.8468 0.9520 -0.8353
H: 2.2062 -0.5149 -0.0982
H: 2.1324 -0.3432 -1.8440
H: -0.2634 2.4719 1.9695
H: -1.8625 1.9002 1.4082
H: -1.0362 1.1560 2.8048

Total energy: -10403.517 eV
Relative energy (zero: lowest compared OMol25 entry of this formula, charge and spin): 473.5 kJ/mol

Löwdin atomic charge list, values in e, 4 entries:
1 C 0.035
2 C -0.128
3 C -0.118
4 C -0.047

***

A cluster of 2 separate species, CH8N2P in total at a distorted geometry, computed with the ωB97M-V functional and the def2-TZVPD basis.

Positions of all 12 atoms, in Å:
C: -1.4921 0.9534 -0.2890
N: -2.7479 0.9761 -0.7035
N: -0.7062 -0.0603 -0.4296
P: 2.2353 -0.7571 0.7333
H: -1.2870 1.8378 0.3115
H: -3.1570 0.0852 -1.0784
H: -3.3235 1.8383 -0.6429
H: 0.2616 -0.1173 -0.0936
H: -0.8467 -0.7529 -1.2148
H: 2.1834 -0.7326 2.1282
H: 2.6047 -2.1135 0.7489
H: 3.4960 -0.2021 0.4098

Total energy: -13428.620 eV
Relative energy (zero: lowest compared OMol25 entry of this formula, charge and spin): 34.9 kJ/mol
Net charge: +1

Löwdin atomic charge list, values in e, 4 entries:
1 C -0.202
2 N 0.159
3 N 0.148
4 P 0.720

***

An isolated molecule of C3H4ClFS at a distorted geometry, computed with the ωB97M-V functional and the def2-TZVPD basis.

Positions of all 10 atoms, in Å:
C: 0.3735 -0.1807 0.6460
C: -0.1236 1.2089 0.3151
C: -0.5910 0.0887 -0.4839
H: 2.8023 0.0347 0.0430
H: -0.3373 -0.6288 1.4574
H: -0.7704 1.5880 1.1861
H: -0.1785 -0.0012 -1.5416
F: 0.7412 1.9733 -0.2220
S: 1.8912 -1.0095 -0.0735
Cl: -2.1411 -0.5471 -0.0490

Total energy: -29248.641 eV
Relative energy (zero: lowest compared OMol25 entry of this formula, charge and spin): 188.8 kJ/mol

Löwdin atomic charge list, values in e, 4 entries:
1 C -0.576
2 C -0.460
3 C -0.735
4 H -0.120

***

An isolated molecule of CH2O2S at a distorted geometry, computed with the ωB97M-V functional and the def2-TZVPD basis.

Positions of all 6 atoms, in Å:
C: -0.4514 0.1716 -0.1331
H: 0.5823 -1.1567 0.6699
H: 1.5236 0.3762 -0.5240
O: -0.2383 -0.8202 0.8266
O: 0.5105 0.5596 -1.0009
S: -1.9266 0.8694 0.1615

Total energy: -15998.029 eV
Relative energy (zero: lowest compared OMol25 entry of this formula, charge and spin): 183.9 kJ/mol

Löwdin atomic charge list, values in e, 4 entries:
1 C -0.927
2 H 0.033
3 H 0.242
4 O -0.019

***

A cluster of 6 separate species, C23H42ClF3N8O8PS in total at a distorted geometry, computed with the ωB97M-V functional and the def2-TZVPD basis.

Positions of all 87 atoms, in Å:
C: -1.0276 0.9384 1.4782
C: -0.2979 -0.0174 0.5932
N: -0.8085 -1.2213 0.5196
N: -0.1616 -2.1138 -0.2308
P: -1.0215 -3.7651 -0.2250
O: 0.1954 -4.7654 0.0623
Cl: -1.2634 -3.9343 -2.2304
C: 0.9436 -1.8198 -0.8882
N: 1.5560 -2.8421 -1.6485
C: 2.5425 -3.3568 -1.1359
S: 3.7790 -4.0176 -0.5276
C: 1.5105 -0.5347 -0.8823
O: 2.5748 -0.2472 -1.6100
C: 0.8636 0.4121 -0.0895
C: 1.3450 1.8327 0.0505
O: 2.7111 2.0191 -0.2436
C: 3.6041 1.7428 0.7410
F: 3.0573 1.2114 1.8390
F: 4.2670 2.8546 1.0441
F: 4.5153 0.8693 0.3014
H: -1.9605 0.5146 1.8162
H: -1.1898 1.8916 0.9939
H: -0.4074 1.0883 2.3649
H: 0.3290 -4.8078 1.0219
H: 3.0179 -1.0380 -1.9424
H: 1.0753 2.2317 1.0202
H: 0.7925 2.4308 -0.6715
C: 5.6654 2.9020 -1.7316
C: 6.2088 2.7399 -3.1295
O: 5.7452 1.9170 -3.9065
N: 7.2371 3.5436 -3.4933
C: 7.9091 4.5573 -2.6972
H: 4.8628 2.1913 -1.5974
H: 6.4378 2.7033 -0.9869
H: 5.2697 3.9088 -1.5902
H: 7.5530 3.3912 -4.4378
H: 7.8174 5.5313 -3.1808
H: 8.9682 4.3160 -2.6037
H: 7.4814 4.6164 -1.7022
C: -4.4194 3.0361 0.2837
C: -4.7127 1.8455 1.1685
O: -3.8395 1.0302 1.4651
N: -5.9688 1.7070 1.6259
C: -7.1165 2.5611 1.3846
H: -3.3725 3.0097 -0.0028
H: -5.0284 3.0052 -0.6197
H: -4.6137 3.9680 0.8144
H: -6.1092 0.8923 2.2079
H: -7.4900 2.9385 2.3365
H: -7.9036 1.9740 0.9110
H: -6.8683 3.4019 0.7462
C: 6.2739 4.1410 2.9103
C: 7.4732 4.7744 2.2427
O: 8.0712 4.2133 1.3372
N: 7.8632 5.9982 2.6795
C: 7.2767 6.8078 3.7321
H: 6.1031 3.1783 2.4482
H: 6.4489 3.9930 3.9764
H: 5.3902 4.7645 2.7698
H: 8.6660 6.3619 2.1911
H: 6.9459 7.7653 3.3273
H: 8.0151 6.9999 4.5116
H: 6.4254 6.3041 4.1759
C: -0.6410 -7.5873 -1.5743
C: -1.4579 -8.2972 -0.5214
O: -1.4875 -7.8919 0.6324
N: -2.1591 -9.3936 -0.8947
C: -2.2383 -10.0079 -2.2082
H: -0.1548 -6.7449 -1.1022
H: 0.1248 -8.2425 -1.9903
H: -1.2792 -7.2223 -2.3803
H: -2.6803 -9.8131 -0.1409
H: -3.2724 -10.0160 -2.5547
H: -1.8825 -11.0376 -2.1607
H: -1.6344 -9.4636 -2.9254
C: -7.9711 -2.2977 0.0580
C: -8.6197 -1.1509 0.7956
O: -8.1491 -0.6999 1.8298
N: -9.7572 -0.6310 0.2703
C: -10.4581 -1.0334 -0.9369
H: -7.0816 -2.5961 0.6032
H: -8.6485 -3.1496 -0.0035
H: -7.6829 -1.9949 -0.9492
H: -10.1424 0.1257 0.8130
H: -10.5166 -0.1950 -1.6321
H: -11.4724 -1.3494 -0.6914
H: -9.9455 -1.8550 -1.4237

Total energy: -93628.236 eV
Net charge: +1

Löwdin atomic charge list, values in e, 4 entries:
1 C -0.006
2 C -0.223
3 N 0.126
4 N -0.182

***

A cluster of 2 separate species, C12H17NO in total at a distorted geometry, computed with the ωB97M-V functional and the def2-TZVPD basis.

Positions of all 31 atoms, in Å:
C: 2.9735 -2.1396 1.6424
C: 3.5773 -1.8904 3.0053
O: 3.8308 -1.5398 0.6483
H: 3.0360 -3.1891 1.3888
H: 1.9942 -1.6752 1.5353
H: 4.6111 -2.2334 3.0321
H: 3.9417 -0.5938 0.8284
H: 3.0147 -2.3410 3.8322
H: 3.6390 -0.8271 3.2719
C: 0.7749 0.6430 -0.1843
C: 1.5273 1.8391 -0.7626
C: -0.6977 0.8412 -0.0717
C: -1.3409 1.6212 0.8405
C: -1.7405 0.3273 -0.9205
C: -2.9646 0.8021 -0.4561
C: -1.7197 -0.4602 -2.0831
C: -4.1546 0.6055 -1.1709
C: -2.8755 -0.6871 -2.8059
C: -4.0691 -0.0915 -2.3499
N: -2.7006 1.6231 0.6228
H: 0.9796 -0.2559 -0.7677
H: 1.2273 0.2939 0.7240
H: 1.0073 2.3271 -1.5815
H: -0.9766 2.3160 1.5894
H: -3.4262 2.0800 1.1439
H: -0.9149 -1.1725 -2.2452
H: -5.0640 1.0856 -0.8393
H: -2.8249 -1.1465 -3.7833
H: -4.9817 -0.1962 -2.9245
H: 2.4788 1.4804 -1.1551
H: 1.8381 2.5540 -0.0037

Total energy: -16256.823 eV
Relative energy (zero: lowest compared OMol25 entry of this formula, charge and spin): 150.9 kJ/mol

Löwdin atomic charge list, values in e, 4 entries:
1 C -0.297
2 C -0.100
3 O -0.108
4 H 0.112

***

A structure of composition C18H12I2N5O3S6V at a distorted geometry, computed with the ωB97M-V functional and the def2-TZVPD basis.

Positions of all 47 atoms, in Å:
V: 0.7048 -0.5073 -0.4988
C: 1.7228 -4.2129 1.1349
C: 1.6864 -3.9742 2.5119
C: 1.0775 -2.8303 2.9379
C: 0.5790 -1.8879 2.0049
N: 0.7417 -2.0723 0.6687
C: 1.2373 -3.2511 0.2834
N: -0.1505 -0.9103 2.5481
C: -0.6000 0.1380 1.9191
N: -0.1841 0.6482 0.7343
C: -0.8805 1.7899 0.4763
N: -0.7474 2.6037 -0.5361
C: 0.2028 2.4342 -1.4771
C: 0.2284 3.4236 -2.4830
C: 1.1976 3.4037 -3.4478
C: 2.2069 2.4506 -3.3393
C: 2.1189 1.5114 -2.3394
N: 1.1065 1.4205 -1.4745
C: -1.8685 1.9994 1.5192
C: -2.9157 2.8960 1.6489
C: -3.7711 2.7397 2.7259
C: -3.5599 1.7331 3.6672
C: -2.5038 0.8446 3.5554
C: -1.6688 0.9674 2.4563
H: 2.1296 -5.1312 0.7398
H: 2.1035 -4.6862 3.2136
H: 0.9417 -2.5871 3.9790
H: 1.2475 -3.4495 -0.7829
H: -0.5509 4.1673 -2.4576
H: 1.1909 4.0990 -4.2707
H: 3.0280 2.4054 -4.0324
H: 2.9118 0.7791 -2.2571
H: -3.0595 3.6735 0.9142
H: -4.6300 3.3904 2.8350
H: -4.2431 1.6476 4.5025
H: -2.3531 0.0631 4.2862
S: 2.8061 0.2640 0.7578
S: 3.9496 -1.3629 0.4958
S: 3.9587 -1.5424 -1.6105
S: 1.9847 -1.4808 -2.0713
I: -0.5218 -0.4525 -3.8895
I: 0.1754 -0.0806 -6.6936
O: -0.1716 -2.8999 -2.3434
S: -1.4154 -2.4057 -1.7826
O: -2.5751 -2.7089 -2.5934
O: -1.5844 -2.6768 -0.3634
S: -1.2832 -0.3824 -1.7722

Spin multiplicity: 3
Total energy: -139359.942 eV
Relative energy (zero: lowest compared OMol25 entry of this formula, charge and spin): 356.7 kJ/mol
Net charge: -2

Löwdin atomic charge list, values in e, 4 entries:
1 V 0.199
2 C -0.068
3 C -0.083
4 C -0.018

***

An isolated molecule of C3H4N2O2S at a distorted geometry, computed with the ωB97M-V functional and the def2-TZVPD basis.

Positions of all 12 atoms, in Å:
C: 0.5912 2.1961 0.1842
C: -2.0906 -0.0806 0.1756
C: 0.4618 -0.4454 -0.1646
H: 1.7370 1.6814 0.5292
H: 0.6374 2.7016 -0.9770
H: 0.0834 2.7777 1.2313
H: -3.2453 -0.0711 0.4228
N: -0.0613 0.8184 -0.0576
N: -1.6989 -1.3104 0.3063
O: -1.4115 1.0008 -0.3996
O: -0.3875 -1.4567 -0.2016
S: 2.1079 -0.6262 0.0432

Total energy: -21079.752 eV
Relative energy (zero: lowest compared OMol25 entry of this formula, charge and spin): 683.1 kJ/mol

Löwdin atomic charge list, values in e, 4 entries:
1 C -0.054
2 C -0.140
3 C -0.845
4 H 0.075